Record 1
C5H7N | ωB97M-V with the def2-TZVPD basis set

Computed properties:
LUMO (alpha / beta) = 0.338 / 0.337 eV
Orbital gap (alpha / beta) = 6.1 / 6.1 eV
Multiplicity = 1
HOMO level (alpha / beta) = -5.73 / -5.73 eV

CARTESIAN COORDINATES (ANGSTROEM)
N: -1.0025 0.3520 -0.2303
C: 1.1989 -0.0547 -0.0339
C: 0.1099 0.4359 0.7124
C: -0.7070 -0.2528 -1.3377
C: 0.6692 -0.7514 -1.2127
C: -0.1494 0.8382 1.9847
H: -1.9379 0.6344 0.0339
H: 1.2643 -0.8485 -2.1231
H: 0.2428 -1.7934 -0.9896
H: -1.1297 1.1853 2.2915
H: 2.2194 -0.1000 0.3133
H: 0.6382 0.7883 2.7253
H: -1.4160 -0.4333 -2.1339

Atom charges from the Mulliken analysis, given in e for atoms 1 to 8: N 0.018; C -0.770; C 0.542; C -0.336; C -0.302; C -1.199; H 0.229; H 0.413



Record 2
C3H7F | ωB97M-V with the def2-TZVPD basis set

Computed properties:
LUMO = 0.947 eV
Orbital gap = 11.1 eV
SMILES = C=CC.F
Multiplicity = 1
HOMO level = -10.19 eV

CARTESIAN COORDINATES (ANGSTROEM)
F: -0.4229 0.9733 2.5276
C: -0.0428 -0.7429 -0.2998
C: 1.1980 -1.0924 -0.3625
C: -0.6386 0.6362 -0.5616
H: -0.7841 -1.5143 -0.1736
H: -0.3443 1.4520 0.1837
H: -0.3105 1.1256 1.5376
H: 1.6294 -1.9834 -0.0013
H: -1.7921 0.5191 -0.5262
H: -0.4435 1.0047 -1.5996
H: 1.9512 -0.3778 -0.7243

Atom charges from the Mulliken analysis, given in e for atoms 1 to 8: F -0.467; C -0.010; C -0.655; C -0.909; H 0.292; H 0.320; H 0.284; H 0.288



Record 3
C54H58CrN2O6P4Si | ωB97M-V with the def2-TZVPD basis set

Computed properties:
Net charge = -2
LUMO (alpha / beta) = 3.716 / 3.715 eV
Orbital gap (alpha / beta) = 4.3 / 4.7 eV
⟨S²⟩ = 6.035
Multiplicity = 5
HOMO level (alpha / beta) = -0.56 / -0.98 eV

CARTESIAN COORDINATES (ANGSTROEM)
Cr: 0.6190 -0.0008 -0.1480
P: -1.6694 0.8220 0.0366
P: 1.3302 -0.2385 3.5652
P: 1.2914 -3.4058 -1.0073
P: 3.5982 -1.5357 -0.9039
Si: 0.5392 0.7831 -2.6742
O: 3.6403 1.1963 -2.2814
O: 5.0256 -1.6820 0.0204
O: 0.7161 -4.5355 0.0654
O: 2.7089 -0.6298 0.0176
O: 1.4318 -4.0066 -2.3503
O: 0.5320 -2.1387 -0.7624
N: 0.9500 1.6619 0.9604
N: 2.6523 -2.8206 1.2369
C: 2.9377 -0.3762 -6.0367
C: 4.2275 -0.0641 -5.6231
C: -4.5060 -0.0741 -3.5682
C: 0.3430 1.8859 5.0825
C: 1.4175 3.3929 -3.8295
C: 4.4211 -2.6826 4.8976
C: -0.9294 3.2241 -3.5671
C: 3.3412 0.6675 -3.5129
C: 1.8700 -0.1565 -5.1714
C: 4.4269 0.4619 -4.3572
C: -0.9603 -0.1660 -3.5236
C: -3.8821 -1.5318 0.2374
C: -0.5958 -1.6248 -3.8458
C: 0.3627 2.1111 7.4852
C: -1.5545 -2.3283 -4.4345
C: -3.9882 2.3793 3.8272
C: 0.3276 2.6146 -3.4085
C: 3.7812 -3.9115 4.9962
C: 1.3703 0.1940 6.4266
C: 1.8267 1.9366 1.9819
C: -3.9615 -3.0624 0.2226
C: -3.3799 -1.0421 -3.3230
C: 1.0520 0.6823 5.1542
C: 1.6967 3.2629 2.3624
C: -2.6358 1.4696 1.5126
C: 2.0274 0.3664 -3.8808
C: 2.9308 -3.1821 -0.2012
C: 0.2081 2.7936 0.7378
C: -3.5846 2.4911 1.4510
C: -2.6001 0.7028 -1.5662
C: -0.9550 2.7113 -0.1997
C: 3.7129 -1.5596 4.4847
C: -2.4321 -1.0699 0.4684
C: 1.2680 4.6632 -4.3806
C: -1.0944 4.4891 -4.1166
C: 0.0084 5.2215 -4.5346
C: 3.8234 -4.3969 -0.3454
C: -4.8652 -0.9811 1.2713
C: 1.7401 -2.8829 4.2516
C: 0.0144 2.5938 6.2313
C: 2.4401 -4.0118 4.6732
C: -2.8153 -1.5331 -4.7164
C: 1.0407 0.9049 7.5773
C: -2.2029 -0.4486 -2.5025
C: 2.3638 -1.6430 4.1663
C: -1.4959 0.4367 -4.8193
C: -3.0020 1.4073 3.9230
C: 0.6489 3.8104 1.5796
C: -4.2690 2.9251 2.5802
C: -2.3441 0.9638 2.7812
C: -3.6515 1.4609 -1.8763
C: 2.5785 0.8753 2.7170
C: -2.4158 -0.2755 -5.4557
C: -4.5814 1.1025 -2.9613
H: 2.8515 1.1404 -1.7109
H: -5.8617 -1.4163 1.1259
H: 0.0884 2.6566 8.3807
H: -1.0961 1.3628 -5.2139
H: 4.3294 -4.7861 5.3245
H: 0.0464 2.2762 4.1147
H: -1.5746 0.2072 2.8831
H: 5.5321 -0.8712 -0.1077
H: -0.5314 3.5259 6.1367
H: -5.3926 1.7857 -3.1952
H: 1.3258 0.5130 8.5476
H: -0.6202 2.8082 -1.2230
H: 3.1797 1.3410 3.4981
H: -2.8721 0.0102 -6.3978
H: 0.8734 -0.3954 -5.5258
H: -2.1801 -1.2362 1.5251
H: -1.8120 -1.2352 -1.8710
H: 2.2620 3.7552 3.1455
H: -2.7354 0.9909 4.8892
H: -5.2489 -0.3629 -4.3089
H: -3.7986 2.9785 0.5126
H: 3.4541 -2.9804 1.8420
H: -0.0577 -4.9572 -0.3307
H: 2.7588 -0.7842 -7.0258
H: 1.8296 -3.2883 1.6147
H: -4.9576 0.1044 1.2055
H: -1.4684 -3.3779 -4.6972
H: -1.6361 3.5452 0.0002
H: -3.9087 2.3247 -1.2822
H: -5.0154 3.7064 2.4843
H: 4.8174 -4.1909 0.0626
H: -4.5310 -1.2236 2.2867
H: 3.3918 -5.2671 0.1574
H: 4.2112 -0.5983 4.4186
H: 2.1478 5.2123 -4.6998
H: 3.2260 0.2870 2.0607
H: 1.9383 -4.9716 4.7288
H: -3.7846 -1.9248 -2.8164
H: -3.5992 -3.4631 1.1762
H: -2.0937 4.9002 -4.2218
H: -4.9900 -3.4199 0.0725
H: 5.4196 0.7060 -3.9945
H: 1.8854 -0.7512 6.5377
H: -0.1114 6.2081 -4.9698
H: -1.8182 2.6887 -3.2535
H: -4.2117 -1.1747 -0.7433
H: -3.5809 -2.1124 -5.2340
H: 5.0747 -0.2394 -6.2771
H: 0.2601 4.8186 1.6186
H: -4.5182 2.7199 4.7099
H: 5.4725 -2.5994 5.1457
H: -1.7713 -1.7439 -0.0808
H: 0.3558 -2.0519 -3.5470
H: 2.4221 3.0122 -3.7335
H: 0.6915 -2.9567 3.9764
H: 2.4752 -1.7601 1.1619
H: -3.3366 -3.4756 -0.5752
H: 3.9236 -4.6367 -1.4045

Atom charges from the Mulliken analysis, given in e for atoms 1 to 8: Cr 0.103; P 1.483; P 0.851; P 0.429; P -0.370; Si 1.683; O -0.748; O -0.641



Record 4
C22H21NO3 | ωB97M-V with the def2-TZVPD basis set

Computed properties:
LUMO = 0.182 eV
Orbital gap = 8.5 eV
SMILES = COc1ccc2c(CN3CC=C(c4ccccc4)CC3)cc(=O)oc2c1
Multiplicity = 1
HOMO level = -8.34 eV

CARTESIAN COORDINATES (ANGSTROEM)
O: -1.2135 -1.9212 -4.9865
O: -1.9588 4.5917 -2.6513
O: -1.6774 2.5072 -3.3335
N: 0.4373 2.3403 1.1658
C: 1.3139 -3.9292 4.3406
C: -1.4112 3.5347 -2.4597
C: 2.1221 -1.9777 3.2055
C: -0.7888 1.6623 1.5473
C: 0.0913 2.0269 -1.2246
C: 0.6440 -0.0483 2.6994
C: -0.5971 0.1749 1.8748
C: -0.1721 -2.1029 3.8744
C: -1.1089 1.2914 -3.2052
C: -0.2072 0.9822 -2.1712
C: -0.4917 3.2382 -1.3855
C: -2.1132 -1.6633 -6.0412
C: 1.3715 2.2980 2.2774
C: 0.0549 -3.3576 4.4089
C: 1.5317 0.9291 2.8753
C: 0.3214 -0.3183 -2.1490
C: 0.8590 -1.3909 3.2669
C: -0.9358 -0.9292 -4.1138
C: 1.0239 1.8206 -0.0623
C: 2.3475 -3.2338 3.7361
C: -0.0304 -1.2498 -3.0888
C: -1.4702 0.3472 -4.1643
H: 1.0042 2.9902 3.0467
H: -2.1667 0.6569 -4.9254
H: -1.1567 -1.6659 3.9539
H: -0.2983 4.0377 -0.6889
H: -2.1795 -2.5924 -6.6046
H: -1.4766 -0.1863 2.4097
H: 2.3412 2.6759 1.9417
H: 1.0243 -0.5997 -1.3813
H: 1.4885 -4.9108 4.7557
H: 0.3782 -2.2470 -3.0655
H: -0.7557 -3.8917 4.8833
H: -1.7442 -0.8674 -6.6946
H: 1.3206 0.7679 0.0331
H: 3.3325 -3.6735 3.6754
H: 2.9292 -1.4453 2.7231
H: -1.5202 1.7781 0.7443
H: 1.9332 2.4011 -0.2566
H: 2.4044 0.7780 3.4942
H: -1.1708 2.1813 2.4303
H: -0.5256 -0.4141 0.9538
H: -3.1044 -1.3956 -5.6637

Atom charges from the Mulliken analysis, given in e for atoms 1 to 8: O -0.443; O -0.641; O -0.494; N -0.013; C -0.403; C -0.007; C -0.445; C -1.332



Record 5
H10O5 | ωB97M-V with the def2-TZVPD basis set

Computed properties:
LUMO = -0.123 eV
Orbital gap = 10.4 eV
SMILES = O.O.O.O.O
Multiplicity = 1
HOMO level = -10.54 eV

CARTESIAN COORDINATES (ANGSTROEM)
O: -28.9357 -11.0384 8.9673
O: -23.2273 -13.6277 7.5551
O: -26.8104 -12.8008 9.7798
O: -25.9145 -9.9114 12.7173
O: -25.3642 -15.2085 9.5446
H: -26.4338 -13.6030 9.4180
H: -28.4223 -11.8113 9.2026
H: -24.7030 -15.3735 10.2168
H: -25.6841 -16.0780 9.3040
H: -25.9317 -10.8401 12.4861
H: -23.8917 -14.1294 8.0274
H: -22.5903 -14.2826 7.2693
H: -28.8110 -10.4352 9.7000
H: -26.7741 -12.9252 10.7282
H: -25.0253 -9.6276 12.5049

Atom charges from the Mulliken analysis, given in e for atoms 1 to 8: O -0.628; O -0.625; O -0.684; O -0.626; O -0.655; H 0.387; H 0.380; H 0.310



Record 6
C57H43BrIN3O13 | ωB97M-V with the def2-TZVPD basis set

Computed properties:
LUMO = -1.620 eV
Orbital gap = 7.3 eV
SMILES = CCCOCc1c(I)c2c(c(CC(=O)Br)c1-c1cccnc1)C(=O)c1c(cc(N(C)C(C)=O)cc1-c1ccccn1)C2=O.O=C1C=CC(=O)C=C1.O=C1C=CC(=O)C=C1.O=C1C=CC(=O)C=C1.O=C1C=CC(=O)C=C1
Multiplicity = 1
HOMO level = -8.93 eV

CARTESIAN COORDINATES (ANGSTROEM)
I: -2.6087 -1.4984 3.6256
Br: -3.5464 -2.1389 -2.8467
O: 2.4232 2.9124 0.6859
O: 6.6293 5.9552 4.6610
O: 7.5233 3.3494 -3.7508
O: 6.0417 4.3114 -6.9422
O: -5.1294 -4.8220 3.0030
O: 0.1463 -1.6159 2.2043
O: -1.0349 3.7058 7.9615
O: -5.2323 0.6662 6.8706
O: -2.8158 -4.4096 -4.1868
O: 1.5627 4.9133 3.5264
O: -0.1584 -4.1084 -1.8377
O: 11.4348 6.7070 -2.5574
O: 1.8705 1.6916 -5.0125
N: -0.4693 -1.4112 -4.6590
N: -7.2487 -4.9966 -0.9886
N: 1.4315 2.1799 -1.2499
C: -3.8235 -3.4259 1.5820
C: -3.0354 1.2920 6.3029
C: -7.1926 -5.7355 3.9093
C: 4.1305 3.0163 -7.4029
C: -5.9311 -4.9210 4.1760
C: -6.1164 -4.3759 -0.6546
C: 2.7261 5.1475 3.7817
C: 1.2304 -3.5192 -5.3181
C: 0.0655 -1.0870 -0.0959
C: -1.9800 2.0546 6.5738
C: -2.9998 -4.0138 -3.0849
C: 3.7822 2.9785 -4.5552
C: -7.3562 -6.2663 -0.6015
C: -2.7067 -2.6401 1.8659
C: 0.4647 -1.1854 -2.4659
C: 0.9584 0.8337 -1.2049
C: 4.3632 6.3998 5.1130
C: -1.9948 3.0111 7.7106
C: -2.8124 -4.1038 -0.5294
C: 1.4055 2.8175 0.0503
C: -1.6517 -2.5818 0.9566
C: 10.5401 5.9381 -2.8302
C: 10.2558 4.7543 -1.9773
C: -6.8955 -7.2251 3.7671
C: 9.6858 6.1411 -4.0285
C: 5.0878 3.7068 -6.4997
C: 0.0057 -1.7958 -1.2925
C: 2.8297 2.2914 -5.4574
C: 5.1021 4.7234 3.3576
C: -0.5695 -3.1611 -1.2068
C: 4.8329 3.6353 -5.0399
C: 8.4218 4.1166 -3.4711
C: -3.2325 3.0821 8.5294
C: 8.7023 5.2964 -4.3263
C: 0.1044 3.3403 0.6086
C: -5.0154 -3.5037 2.4980
C: -0.5391 -2.0135 -5.8444
C: 9.2728 3.9091 -2.2746
C: -4.2865 2.3182 8.2566
C: 0.6105 2.9926 -2.1998
C: 0.9355 0.1159 -2.4023
C: -5.1996 -6.2971 0.4352
C: -3.8620 -4.1561 0.3870
C: -5.0744 -4.9624 0.0605
C: 1.3159 -2.9072 -4.0768
C: -1.7104 -3.3044 -0.2344
C: -0.4228 -1.7431 1.1481
C: 3.0808 2.3592 -6.9178
C: 0.2725 -3.0733 -6.2203
C: 3.8306 4.4582 3.0664
C: 5.4705 5.7130 4.3991
C: 0.5477 0.2094 -0.0304
C: -6.3673 -6.9580 0.0888
C: 0.4330 -1.8698 -3.7915
C: -4.2721 1.3620 7.1204
C: -2.8878 -4.8576 -1.8340
C: 3.0913 6.1381 4.8265
H: 5.9260 4.2347 2.8531
H: 2.2674 6.6249 5.3329
H: 9.9130 7.0080 -4.6356
H: -7.8154 -7.8072 3.8027
H: -7.6254 -5.3312 2.9919
H: -0.4488 2.7345 -2.1138
H: 0.5837 0.6855 0.9384
H: 0.2691 3.6450 1.6383
H: -6.4366 -7.4178 2.7977
H: -5.9169 -3.2020 1.9489
H: 1.8881 -4.3434 -5.5599
H: -4.4013 -6.7874 0.9752
H: -4.9027 -2.8121 3.3284
H: -6.2051 -7.5522 4.5431
H: 2.3667 1.8482 -7.5511
H: 0.9215 2.7779 -3.2167
H: -6.5230 -7.9960 0.3489
H: -0.2643 4.1984 0.0490
H: -6.0124 -3.3436 -0.9736
H: 5.5432 4.1448 -4.4119
H: 4.3381 3.0822 -8.4633
H: -1.2801 -1.6353 -6.5384
H: -5.1980 2.3522 8.8396
H: -1.0689 2.0196 5.9896
H: -0.6792 2.5830 0.5755
H: 0.1753 -3.5526 -7.1840
H: -1.9900 -5.4565 -1.9691
H: 2.0402 -3.2388 -3.3482
H: 10.8918 4.6270 -1.1107
H: 4.6549 7.1164 5.8703
H: 3.5354 3.7412 2.3097
H: -3.0488 0.5883 5.4797
H: 1.3036 0.5834 -3.3075
H: -5.3261 -5.3894 4.9564
H: -6.2171 -3.9290 4.5355
H: 3.5742 2.9088 -3.4933
H: 8.0661 5.4170 -5.1957
H: -3.7346 -5.5417 -1.8389
H: -7.8771 -5.5455 4.7381
H: -8.2810 -6.7735 -0.8509
H: -3.2203 3.7861 9.3516
H: 9.0458 3.0408 -1.6693
H: 0.7293 4.0479 -1.9715

Atom charges from the Mulliken analysis, given in e for atoms 1 to 8: I 0.166; Br -0.177; O -0.614; O -0.553; O -0.529; O -0.552; O -0.270; O -0.563



Electronic energy: -6785.1735; -5940.5745; -145663.0211; -30786.9542; -10399.7270; -169032.7562 (eV)